# C23H27N2O4

2 unconnected molecules or ions with the total composition C23H27N2O4 (the ωB97M-V functional and the def2-TZVPD basis, the Open Molecules 2025 dataset).

Calculated values
- HOMO (eV) = -3.9
- net charge = -1
- LUMO energy (eV) = 2.8
- HOMO-LUMO gap (eV) = 6.683

Atoms and positions in Å:
1 C -0.53857 -0.31981 1.60707
2 C 0.08817 -1.55741 1.71750
3 C -0.54464 -2.74009 2.19804
4 N -0.90814 -3.76065 2.70082
5 C 1.51272 -1.70499 1.69551
6 N 2.67015 -1.95188 1.77666
7 C 0.29770 0.90717 1.53602
8 C 1.36781 0.96419 0.61859
9 C 2.21070 2.08328 0.54505
10 C 1.98381 3.17952 1.39051
11 C 0.96526 3.11653 2.35576
12 C 0.13075 1.99135 2.42764
13 H -1.59444 -0.18731 1.86951
14 H 1.61644 0.07223 0.03150
15 H 3.05323 2.08915 -0.16269
16 H 2.59161 4.08458 1.29998
17 H 0.82637 3.94222 3.06960
18 H -0.58431 1.88022 3.25538
19 C -2.43489 4.03642 -1.35931
20 C -3.13781 2.88983 -0.67908
21 O -2.15204 1.82802 -0.58593
22 C -2.71402 0.70499 -0.10734
23 C -1.88578 -0.52934 -0.01145
24 C -2.75588 -1.76838 0.12476
25 C -3.49895 -1.70629 1.45163
26 C -4.19324 -3.01681 1.78400
27 C -5.22288 -3.36972 0.72162
28 C -4.64300 -3.32662 -0.69225
29 C -3.81533 -2.07494 -1.00316
30 C -0.82590 -0.73424 -1.04328
31 O -0.30740 -1.84529 -1.16388
32 O -0.43179 0.33249 -1.76260
33 C 0.63675 0.00038 -2.70195
34 C 1.04294 1.31773 -3.29649
35 O -3.89707 0.74467 0.23301
36 H -3.07581 4.93065 -1.32620
37 H -1.48301 4.27021 -0.85767
38 H -2.24489 3.80153 -2.41895
39 H -3.43961 3.12988 0.35131
40 H -4.02166 2.56165 -1.25869
41 H -2.02062 -2.57837 0.11917
42 H -2.80491 -1.44968 2.25732
43 H -4.22284 -0.89262 1.34742
44 H -3.42473 -3.79747 1.85164
45 H -4.65588 -2.93196 2.77293
46 H -5.65426 -4.35529 0.92588
47 H -6.05488 -2.65477 0.78025
48 H -4.00859 -4.20798 -0.84785
49 H -5.46201 -3.41906 -1.41221
50 H -4.47861 -1.19894 -1.07103
51 H -3.31253 -2.15976 -1.97811
52 H 1.45662 -0.46751 -2.13606
53 H 0.27184 -0.70623 -3.47025
54 H 1.85188 1.17576 -4.01709
55 H 0.20657 1.79302 -3.82117
56 H 1.40847 1.99389 -2.51569

Force components x, y, z for each atom (eV/Å):
-1.6 0.2 -0.2
0.8 -0.6 0.8
-0.9 -3.2 1.9
1.0 3.4 -1.9
2.7 -1.0 0.3
-3.1 0.9 -0.4
0.6 0.6 -0.5
0.3 0.2 0.3
-0.4 0.0 0.2
-0.3 -0.2 0.0
0.0 -0.2 -0.2
0.2 -0.4 -0.1
1.3 0.0 1.5
-0.3 0.5 0.1
-0.5 0.0 0.4
-0.1 -0.4 0.1
0.1 -0.4 -0.4
0.1 0.2 -0.6
0.0 0.5 -0.2
0.5 0.0 0.1
-0.5 0.3 -0.1
-0.5 -0.7 0.1
0.0 1.5 -3.6
0.0 -0.5 0.4
-0.3 -0.3 0.2
0.3 0.0 0.1
-0.2 0.2 0.0
0.3 -0.3 -0.1
0.5 0.9 0.4
-0.8 -1.2 1.0
-0.1 1.0 -0.3
0.8 -0.6 -0.8
-0.4 0.2 0.5
0.3 0.3 -0.3
0.6 0.1 -0.1
0.2 -0.2 0.0
-0.3 -0.1 -0.2
0.1 0.1 0.4
-0.1 0.1 -0.4
0.5 0.1 0.4
-0.3 -0.2 0.2
-0.2 -0.1 0.0
0.0 -0.3 0.4
-0.1 0.0 0.0
-0.1 -0.1 -0.1
0.0 0.0 -0.1
0.1 0.0 0.0
0.0 0.0 0.1
0.0 0.0 -0.1
0.1 -0.2 0.0
-0.1 -0.1 0.2
-0.3 0.0 -0.3
0.1 0.2 0.5
0.0 0.0 0.0
0.1 -0.1 0.2
-0.2 -0.1 -0.1

Here are the natural (NBO) charges for atoms 1 to 6, given in e:
1. C -0.05
2. C -0.49
3. C 0.33
4. N -0.42
5. C 0.33
6. N -0.42



# H3NO2S

H3NO2S in the gas phase (the ωB97M-V functional and the def2-TZVPD basis, the Open Molecules 2025 dataset).

Calculated values
- HOMO (eV) = -9.8
- LUMO energy (eV) = 0.5
- HOMO-LUMO gap (eV) = 10.372

Atoms and positions in Å:
1 N 1.34439 0.06920 -0.27145
2 O 0.11885 -0.86156 -0.48939
3 O -0.86933 -0.63525 0.50611
4 S -2.23391 0.11246 -0.00793
5 H 1.61494 -0.08728 0.69434
6 H 0.98610 1.01174 -0.39430
7 H -2.89354 -0.98758 -0.42950

Force components x, y, z for each atom (eV/Å):
-2.3 -1.9 -0.7
2.7 1.8 -0.3
0.1 0.0 1.1
0.0 0.0 -0.4
-0.2 0.0 0.1
-0.2 0.0 0.1
0.0 0.1 0.0

Here are the natural (NBO) charges for atoms 1 to 6, given in e:
1. N -0.50
2. O -0.15
3. O -0.43
4. S 0.31
5. H 0.35
6. H 0.34



# C6H10

C6H10 in the gas phase (the ωB97M-V functional and the def2-TZVPD basis, the Open Molecules 2025 dataset).

Calculated values
- HOMO (eV) = -9.8
- LUMO energy (eV) = 1.1
- HOMO-LUMO gap (eV) = 10.925

Atoms and positions in Å:
1 C 3.10332 -0.95345 0.73105
2 C 2.41829 -0.02164 0.38302
3 C 1.39591 0.63943 -0.45920
4 C -0.00748 0.77688 0.17936
5 C -0.96578 -0.28964 -0.36458
6 C -2.37492 -0.23009 0.21726
7 H 3.61282 -1.89127 0.83265
8 H 1.30274 -0.06692 -1.29124
9 H 1.72464 1.57516 -0.92752
10 H -0.42616 1.77498 -0.00744
11 H 0.07287 0.68480 1.26828
12 H -0.52436 -1.27755 -0.16967
13 H -1.02403 -0.18782 -1.45806
14 H -2.35545 -0.36938 1.30377
15 H -3.01306 -1.01309 -0.21036
16 H -2.85414 0.73596 0.01258

Force components x, y, z for each atom (eV/Å):
-0.3 0.2 -0.2
0.0 -0.9 -0.6
-0.1 0.2 -0.1
-0.1 0.1 0.1
0.1 -0.1 0.0
0.0 0.0 0.1
0.1 0.5 0.4
0.0 0.2 -0.1
0.1 -0.1 0.5
0.1 -0.2 -0.1
0.0 0.0 -0.1
-0.1 0.1 0.0
0.0 0.0 0.2
0.0 0.0 -0.1
0.1 0.1 0.1
0.1 -0.1 0.0

Here are the natural (NBO) charges for atoms 1 to 6, given in e:
1. C -0.26
2. C 0.00
3. C -0.48
4. C -0.39
5. C -0.39
6. C -0.61



# C5H6N2S

C5H6N2S in the gas phase (the ωB97M-V functional and the def2-TZVPD basis, the Open Molecules 2025 dataset).

Calculated values
- HOMO (eV) = -9.3
- LUMO energy (eV) = 0.8
- HOMO-LUMO gap (eV) = 10.057

Atoms and positions in Å:
1 C -2.06305 -1.40051 -0.06228
2 C -2.91014 -0.38305 0.19679
3 S -2.02450 1.06683 0.27901
4 C -0.60859 0.17485 -0.07251
5 N 0.94221 1.04044 -0.10121
6 C 2.13418 0.58995 -0.74233
7 C 2.02410 0.53478 0.70502
8 N -0.72800 -1.08584 -0.21231
9 H -2.31202 -2.45253 -0.31303
10 H -3.90854 -0.35309 0.31289
11 H 2.66009 1.46587 -1.21494
12 H 2.40029 -0.25317 -1.49661
13 H 1.99300 -0.26923 1.34141
14 H 2.40096 1.32469 1.38011

Force components x, y, z for each atom (eV/Å):
0.0 -1.9 -0.9
3.0 0.0 -0.3
0.7 0.7 0.0
4.7 1.8 0.0
-5.4 -1.5 0.1
2.3 -0.1 -3.4
0.5 2.8 1.2
-0.3 0.2 0.0
-0.2 0.9 0.6
-3.2 -0.2 0.3
-0.4 -0.6 0.8
-1.4 0.7 1.9
-0.6 -2.8 0.4
0.3 0.0 -0.8

Here are the natural (NBO) charges for atoms 1 to 6, given in e:
1. C -0.05
2. C -0.46
3. S 0.45
4. C 0.19
5. N -0.40
6. C -0.26



# C3H2O3Pm

A molecular structure, C3H2O3Pm (the ωB97M-V functional and the def2-TZVPD basis, the Open Molecules 2025 dataset).

Calculated values
- HOMO (alpha / beta) (eV) = -16.8 / -18.6
- net charge = +2
- 2S+1 = 6
- <S²> = 8.773
- LUMO energy (alpha / beta) (eV) = -11.7 / -10.3
- HOMO-LUMO gap (alpha / beta) (eV) = 5.052 / 8.330

Atoms and positions in Å:
1 H 1.24829 -1.78118 -0.20619
2 O 0.93839 -0.25486 1.39610
3 C 1.39746 -0.62351 0.20348
4 C 0.31828 -0.49022 -0.87590
5 C 0.71884 -0.38964 -2.23953
6 O -0.83527 -0.02900 -0.53456
7 O 0.65012 -0.67125 -3.35658
8 Pm -1.05325 0.76060 1.66642
9 H 2.37403 -0.20541 -0.10384

Force components x, y, z for each atom (eV/Å):
1.6 0.9 2.3
-3.4 1.6 1.5
-0.9 -2.4 -3.9
1.4 2.8 0.7
-1.7 -1.3 -2.5
-0.6 0.5 1.5
0.8 0.8 2.1
3.1 -2.3 -1.9
-0.3 -0.6 0.2

Here are the Mulliken charges for atoms 1 to 6, given in e:
1. H 0.29
2. O -0.71
3. C -0.33
4. C 0.65
5. C 0.34
6. O -0.75



# C2H4CuMgO4

A molecular structure, C2H4CuMgO4 (the ωB97M-V functional and the def2-TZVPD basis, the Open Molecules 2025 dataset).

Calculated values
- HOMO (alpha / beta) (eV) = -21.8 / -21.7
- net charge = +3
- LUMO energy (alpha / beta) (eV) = -16.1 / -15.9
- HOMO-LUMO gap (alpha / beta) (eV) = 5.736 / 5.783

Atoms and positions in Å:
1 O -0.20294 0.81003 0.75907
2 C 2.09976 -0.35411 -0.13593
3 H 2.23438 -1.25010 0.49216
4 H 2.91918 0.37289 0.00248
5 C -1.79998 -1.37534 0.69132
6 O -1.59376 -0.41830 -0.03994
7 O 1.22018 -0.40184 -1.26692
8 Cu 0.75659 1.52275 -2.25053
9 H -2.67600 -2.00682 0.48732
10 H -1.01308 -1.66979 1.40548
11 Mg -1.78073 2.97353 -0.04951
12 O -0.16360 1.79711 -0.09500

Force components x, y, z for each atom (eV/Å):
-1.0 0.7 -1.5
-3.0 -1.5 -6.7
-0.8 0.1 -0.2
-0.8 0.5 -0.3
0.8 -0.4 -0.9
0.4 0.9 1.0
4.9 1.6 6.7
0.9 -1.3 0.0
-0.1 0.0 0.2
-0.5 0.0 0.4
0.0 0.1 0.4
-0.7 -0.6 1.0

Here are the natural (NBO) charges for atoms 1 to 6, given in e:
1. O 0.10
2. C 0.31
3. H 0.21
4. H 0.21
5. C 0.37
6. O -0.34



# CH3BrClN

CH3BrClN in the gas phase (the ωB97M-V functional and the def2-TZVPD basis, the Open Molecules 2025 dataset).

Calculated values
- HOMO (eV) = -9.7
- LUMO energy (eV) = 0.4
- HOMO-LUMO gap (eV) = 10.077

Atoms and positions in Å:
1 Cl -2.10891 0.11214 -0.66510
2 C -0.64526 -0.24432 0.25905
3 N 0.61788 0.49716 -0.60460
4 Br 2.22361 -0.44617 -0.54136
5 H -0.47383 0.20331 1.19226
6 H -0.58489 -1.29513 0.24954
7 H 0.97141 1.17302 0.11022

Force components x, y, z for each atom (eV/Å):
0.3 0.3 0.7
2.4 1.7 -3.4
-1.8 -0.2 2.4
0.6 -1.2 -0.2
-0.9 0.5 1.4
0.6 -1.1 0.1
-1.2 0.0 -0.9

Here are the natural (NBO) charges for atoms 1 to 6, given in e:
1. Cl -0.01
2. C -0.21
3. N -0.67
4. Br 0.13
5. H 0.20
6. H 0.21



# C3H5N3O

2 unconnected molecules or ions with the total composition C3H5N3O (the ωB97M-V functional and the def2-TZVPD basis, the Open Molecules 2025 dataset).

Calculated values
- HOMO (eV) = -8.5
- LUMO energy (eV) = 0.5
- HOMO-LUMO gap (eV) = 8.951

Atoms and positions in Å:
1 N 1.28262 1.38467 1.61844
2 C 0.60417 1.60204 0.48087
3 N -0.00924 1.81498 -0.48161
4 C -1.32366 -0.24347 -1.08871
5 O -0.87178 -0.23652 -2.31668
6 C -0.69727 -1.28823 -0.27152
7 N 0.03317 -1.17701 0.77320
8 H 2.25441 1.66073 1.55514
9 H 1.15036 0.41613 1.90175
10 H -1.40174 0.40878 -2.81175
11 H -1.14419 -2.25100 -0.57522
12 H 0.12313 -2.09109 1.21608

Force components x, y, z for each atom (eV/Å):
0.0 0.0 -0.1
-0.4 0.3 -0.8
0.6 0.0 0.8
0.1 -0.3 -0.1
-0.2 0.1 0.2
0.0 0.1 0.2
-0.3 -0.2 -0.3
-0.1 0.0 0.1
0.0 0.0 -0.1
0.2 -0.1 0.0
0.0 0.0 0.0
0.1 0.1 -0.1

Here are the natural (NBO) charges for atoms 1 to 6, given in e:
1. N -0.85
2. C 0.47
3. N -0.44
4. C 0.29
5. O -0.63
6. C -0.01



Across the entries above, max |F| takes the values 0.0785, 0.0625, 0.0213, 0.1098, 0.0910, 0.1647, 0.0869, 0.0198 hartree/bohr, respectively.
Across the entries above, energy relative to the best compared isomer or geometry (same formula, charge and spin) takes the values 7.06, 112.09, 44.40, 91.77, 10.67, 57.84, 46.41, 104.68 kcal per mole, respectively.